# 1
A molecular structure, C42H88BrIN4O28P2, computed with ωB97M-V/def2-TZVPD.

Atoms and positions in Å:
C 6.7176 4.5737 0.3367
C 6.3973 3.3260 -0.0189
C 5.2012 2.5165 0.4828
C 3.9660 3.4288 0.3862
C 3.4252 3.7412 -1.0349
N 2.2614 2.9424 -1.3519
N 2.9837 5.1822 -1.0675
N 4.3958 3.5574 -2.0877
O 5.1601 1.3740 -0.3439
C 4.4242 0.2455 0.0892
C 2.9182 0.3802 0.2518
C 2.3561 -0.9891 0.7162
C 1.0847 -0.8179 1.5485
C -0.0818 -0.2127 0.7365
C -1.3243 -1.1145 0.6885
C -2.1815 -0.8452 -0.5460
C -2.7767 0.5637 -0.6208
C -4.0085 0.7293 0.3056
C -5.3478 0.8537 -0.4592
C -6.1969 2.0206 0.0616
C -7.0805 1.6219 1.2455
C -7.7566 2.8238 1.9137
O -9.1184 2.9032 1.5283
C -9.9949 3.1664 2.6004
C 5.5136 2.1283 1.9586
O 5.0068 3.1600 2.7678
O 6.9133 2.0637 2.2426
C 7.5241 0.8632 2.5203
I 6.6350 -0.1637 4.2206
P 7.4932 -0.3968 1.0784
O 8.4524 -1.5752 1.6964
Br 8.8955 0.4449 -0.4427
P 9.2295 1.4056 3.0742
N 9.9543 2.2796 2.0162
O 9.9986 0.0916 3.4882
O 8.9790 2.1027 4.4978
H 6.0838 5.2464 0.8967
H 7.7045 4.9433 0.0877
H 7.0203 2.8303 -0.7533
H 4.1655 4.3774 0.8619
H 3.1484 2.9999 0.9728
H 1.7799 3.4108 -2.1067
H 1.6529 2.8464 -0.5533
H 2.3881 5.3564 -0.2653
H 3.7875 5.7975 -1.0170
H 4.9741 4.3729 -2.2132
H 3.9539 3.2868 -2.9500
H 4.6000 -0.5164 -0.6709
H 4.8183 -0.1929 1.0086
H 2.6377 1.1080 1.0083
H 2.4766 0.6049 -0.7113
H 2.0786 -1.5538 -0.1740
H 3.0973 -1.5279 1.3061
H 1.2813 -0.2157 2.4358
H 0.7706 -1.8088 1.8816
H -0.3394 0.7807 1.0968
H 0.2552 -0.1079 -0.2974
H -1.9040 -1.0013 1.6047
H -0.9665 -2.1419 0.6127
H -1.5502 -1.0016 -1.4250
H -2.9956 -1.5684 -0.6261
H -3.0393 0.7645 -1.6576
H -2.0331 1.3062 -0.3368
H -4.0354 -0.1246 0.9804
H -3.8519 1.6162 0.9179
H -5.8967 -0.0743 -0.3132
H -5.1525 1.0363 -1.5118
H -6.8574 2.3511 -0.7432
H -5.5749 2.8719 0.3346
H -7.8836 0.9875 0.8742
H -6.4868 1.0658 1.9707
H -7.2476 3.7397 1.6000
H -7.6614 2.7749 3.0002
H -9.8960 2.4101 3.3832
H -9.8206 4.1561 3.0274
H -11.0059 3.1133 2.2072
H 4.9982 1.2141 2.2545
H 5.2241 2.9618 3.6830
H 9.2401 -1.6537 1.1485
H 10.1818 3.1851 2.4080
H 10.4922 -0.2592 2.7429
H 8.7702 3.0223 4.3076
C -5.8839 -4.5275 -3.9768
O -6.1636 -3.2213 -3.4668
C -7.4211 -3.0445 -3.0574
O -8.2957 -3.8656 -3.0855
O -7.5263 -1.7948 -2.6125
C -8.8251 -1.4486 -2.1271
H -4.8375 -4.5314 -4.2702
H -6.0437 -5.2816 -3.2087
H -6.4996 -4.7436 -4.8480
H -9.1015 -2.0835 -1.2874
H -9.5703 -1.5270 -2.9158
H -8.7644 -0.4178 -1.7899
C -4.9598 -0.0183 -9.7484
O -4.1667 -0.4877 -8.6568
C -4.8248 -0.5691 -7.5003
O -5.9811 -0.2888 -7.3297
O -3.9824 -1.0148 -6.5740
C -4.5621 -1.1535 -5.2704
H -4.3046 -0.0024 -10.6142
H -5.7948 -0.6909 -9.9341
H -5.3290 0.9860 -9.5510
H -5.3798 -1.8636 -5.2869
H -4.9114 -0.1906 -4.9025
H -3.7754 -1.5237 -4.6193
C -1.2702 -6.1266 -5.3365
O -0.8184 -7.2797 -4.6213
C -1.7428 -7.8537 -3.8578
O -2.8851 -7.4805 -3.7513
O -1.1860 -8.9034 -3.2659
C -2.0528 -9.6830 -2.4400
H -0.4185 -5.7723 -5.9083
H -2.0814 -6.3881 -6.0128
H -1.5942 -5.3500 -4.6463
H -2.8770 -10.0895 -3.0235
H -2.4343 -9.0914 -1.6147
H -1.4473 -10.4957 -2.0516
C 2.0484 1.9549 3.6769
O 0.6405 1.7183 3.7744
C 0.1107 1.9891 4.9616
O 0.6985 2.3992 5.9253
O -1.1928 1.7084 4.9033
C -1.8959 1.9419 6.1256
H 2.3314 1.6959 2.6627
H 2.2707 3.0056 3.8525
H 2.5983 1.3262 4.3768
H -1.8348 2.9903 6.4096
H -1.4978 1.3181 6.9241
H -2.9311 1.6749 5.9356
C -0.0262 -1.3979 5.4664
O 0.7338 -2.5810 5.7197
C 2.0482 -2.4105 5.6148
O 2.6047 -1.3876 5.3115
O 2.6427 -3.5615 5.9175
C 4.0693 -3.5150 5.8665
H -1.0720 -1.6661 5.5831
H 0.2311 -0.6202 6.1852
H 0.1423 -1.0399 4.4519
H 4.4524 -2.7858 6.5783
H 4.4133 -3.2739 4.8621
H 4.4221 -4.5045 6.1407
C -4.3127 -6.9505 -1.0627
O -5.6179 -7.1774 -0.5192
C -5.7788 -6.7413 0.7265
O -4.9437 -6.1959 1.3982
O -7.0266 -7.0134 1.1050
C -7.3405 -6.5938 2.4335
H -4.3091 -7.3405 -2.0746
H -4.0906 -5.8845 -1.0941
H -3.5598 -7.4682 -0.4718
H -7.2352 -5.5150 2.5306
H -6.7008 -7.0958 3.1567
H -8.3751 -6.8759 2.6037
C 8.5163 10.2217 -1.6419
O 9.4871 9.2371 -2.0016
C 8.9719 8.0451 -2.2981
O 7.8041 7.7604 -2.2822
O 9.9725 7.2277 -2.6128
C 9.5596 5.9024 -2.9520
H 9.0711 11.1304 -1.4294
H 7.8258 10.3986 -2.4641
H 7.9667 9.9130 -0.7550
H 8.9070 5.9150 -3.8228
H 9.0513 5.4311 -2.1129
H 10.4603 5.3441 -3.1879

Properties
Frontier orbital gap: 8.734 eV
E_LUMO: 0.0115 eV
Energy above the lowest of the compared OMol25 structures with the same formula, charge and spin: 12.77 kcal/mol

---

# 2
13 unconnected molecules or ions with the total composition C42H92O13, computed with ωB97M-V/def2-TZVPD.

Atoms and positions in Å:
C -5.2154 3.3109 -2.0206
C -6.1863 2.6891 -2.9371
C -7.0498 1.8802 -1.9369
O -6.1787 1.5405 -0.9337
C -4.9473 2.3006 -0.9929
H -5.5569 4.2618 -1.6116
H -4.3849 3.6758 -2.6250
H -5.6492 2.1119 -3.6897
H -6.8639 3.4437 -3.3366
H -7.4243 0.9432 -2.3490
H -7.8380 2.5553 -1.6034
H -4.0802 1.6947 -1.2558
H -4.6635 2.7878 -0.0601
C -2.2112 2.4446 -4.6769
C -1.2939 3.3861 -3.9875
C -1.1497 4.5687 -4.9996
O -1.9943 4.1822 -6.2132
C -2.9841 3.2749 -5.7304
H -2.8743 1.8183 -4.0801
H -1.5865 1.7082 -5.1822
H -0.3004 3.0116 -3.7410
H -1.7588 3.5398 -3.0136
H -0.1747 4.6858 -5.4726
H -1.6321 5.5247 -4.7959
H -3.2369 2.6275 -6.5700
H -3.8779 3.8281 -5.4419
C -0.5745 0.3782 -1.1202
C -0.6047 1.1893 0.1588
C 0.4964 0.5210 1.0488
O 0.6367 -0.8256 0.5906
C -0.1371 -1.0066 -0.6493
H 0.1128 0.7821 -1.8635
H -1.5904 0.4619 -1.5064
H -1.5598 0.9966 0.6475
H -0.5107 2.2738 0.1032
H 0.1261 0.6319 2.0679
H 1.3521 1.1706 0.8651
H -0.9224 -1.7246 -0.4130
H 0.4452 -1.5524 -1.3916
C 0.4737 -4.3193 -5.3546
C -0.2654 -5.1801 -4.3356
C -0.1531 -4.3120 -3.0191
O 0.8359 -3.3129 -3.3084
C 0.6840 -2.9568 -4.6492
H -0.0150 -4.1546 -6.3149
H 1.4706 -4.7578 -5.3983
H 0.2847 -6.1211 -4.3366
H -1.2714 -5.4731 -4.6359
H 0.2412 -4.9310 -2.2132
H -1.1243 -3.9304 -2.7043
H 1.5798 -2.4697 -5.0347
H -0.1421 -2.2457 -4.6591
C -1.8545 4.1586 2.7433
C -1.5290 3.0483 3.7820
C -0.9948 3.9290 4.9577
O -0.3198 4.9983 4.4584
C -0.7082 5.1542 3.0808
H -2.8475 4.5254 3.0028
H -1.8446 3.6797 1.7642
H -0.7786 2.3367 3.4377
H -2.4337 2.4625 3.9445
H -0.2857 3.4234 5.6132
H -1.8683 4.1520 5.5704
H 0.2103 5.0028 2.5136
H -1.1095 6.1672 3.0527
C 3.3482 -3.6323 -0.4867
C 3.8812 -2.6642 -1.5413
C 5.0168 -3.4100 -2.2697
O 5.4440 -4.3548 -1.2541
C 4.3067 -4.7664 -0.4641
H 2.4018 -4.0605 -0.8170
H 3.2022 -3.2081 0.5067
H 4.3048 -1.9086 -0.8796
H 3.1400 -2.2379 -2.2173
H 5.8974 -2.7781 -2.3853
H 4.7178 -3.7420 -3.2639
H 4.6660 -4.9875 0.5410
H 3.9559 -5.7283 -0.8381
C -2.6306 -1.0906 3.8383
C -3.5263 -0.8711 2.5591
C -3.4484 -2.1625 1.8816
O -2.2859 -2.8492 2.4849
C -1.5017 -1.9334 3.3017
H -3.0247 -1.6833 4.6639
H -2.1841 -0.1526 4.1682
H -3.0208 -0.1138 1.9599
H -4.5631 -0.5490 2.6570
H -3.5672 -1.9734 0.8148
H -4.3983 -2.6530 2.0939
H -0.8676 -1.3714 2.6162
H -0.9585 -2.4743 4.0766
C 2.3479 -0.4065 6.1034
C 2.8783 -1.0701 4.8210
C 1.8497 -0.5285 3.7937
O 0.6552 -0.5857 4.5571
C 0.8896 -0.7619 5.9684
H 2.4032 0.6764 5.9916
H 2.8066 -0.8779 6.9725
H 2.7664 -2.1478 4.9400
H 3.9355 -0.8337 4.7003
H 1.8668 -1.1342 2.8876
H 2.0659 0.4625 3.3945
H 0.5842 -1.7433 6.3312
H 0.3621 -0.1446 6.6956
C 4.2072 4.1908 1.7343
C 3.9046 3.1433 2.7636
C 5.2761 2.7971 3.2827
O 6.1729 3.8455 2.8578
C 5.2762 4.9185 2.3992
H 3.3016 4.7503 1.5000
H 4.5272 3.7811 0.7763
H 3.2923 2.3873 2.2721
H 3.3687 3.7236 3.5147
H 5.6125 1.8004 2.9974
H 5.2034 2.7895 4.3703
H 5.9315 5.4795 1.7329
H 5.0870 5.6106 3.2197
O 0.8363 -3.4881 2.0835
H 0.9128 -2.6835 1.5706
H 0.1733 -4.0035 1.6241
O -0.7748 -4.6421 0.1877
H -1.6993 -4.6720 0.4343
H -0.4331 -5.5019 0.4331
C -5.7451 -0.5251 -4.8105
C -4.8189 -1.6567 -4.5283
C -4.0517 -1.5588 -3.1660
O -5.6945 -2.7367 -4.3433
H -5.2855 0.4123 -5.1236
H -6.6115 -0.3879 -4.1634
H -6.2253 -0.8022 -5.7489
H -4.1349 -1.8634 -5.3513
H -3.7242 -2.4935 -2.7109
H -4.6604 -1.1623 -2.3534
H -3.1354 -1.0001 -3.3571
H -6.1416 -2.6042 -3.5042
C 6.7073 -0.4792 0.5329
C 5.7446 -1.1572 1.5939
C 6.4682 -1.4972 2.9130
O 4.6477 -0.2628 1.6207
H 7.0373 0.4909 0.9047
H 6.1661 -0.3594 -0.4057
H 7.6560 -0.9538 0.2824
H 5.3758 -2.0549 1.0978
H 7.2469 -2.2450 2.7622
H 5.8700 -1.9353 3.7119
H 7.0290 -0.6630 3.3344
H 3.9955 -0.2444 0.9165

Properties
Frontier orbital gap (spin up / spin down): 1.697 / 9.576 eV
E_LUMO (spin up / spin down): 2.1166 / 2.0881 eV
Expectation value of S²: 0.751
2S+1: 2
Charge: -1

---

# 3
9 unconnected molecules or ions with the total composition C42H93N3O6, computed with ωB97M-V/def2-TZVPD.

Atoms and positions in Å:
C 4.2061 -0.9809 -1.2261
C 3.9596 -0.4881 0.1969
N 4.7846 -1.2056 1.1682
C 5.0058 -0.4405 2.3901
C 6.0793 0.6240 2.1753
C 4.1526 -2.4824 1.5017
C 5.0290 -3.4905 2.2687
H 3.9143 -2.0324 -1.2863
H 5.2654 -0.8841 -1.4644
H 3.6381 -0.4295 -1.9761
H 4.3218 0.5410 0.1994
H 2.8896 -0.5536 0.4278
H 4.0601 -0.0088 2.7644
H 5.3346 -1.0972 3.1954
H 6.2288 1.2070 3.0886
H 7.0297 0.1333 1.9568
H 5.9118 1.3127 1.3495
H 3.9330 -3.0704 0.6065
H 3.2168 -2.2233 2.0205
H 4.5737 -4.4790 2.2022
H 5.1345 -3.2571 3.3283
H 5.9949 -3.5173 1.7647
C -1.4437 1.7820 1.3327
C -0.0245 1.2495 1.5942
N 0.3559 0.2355 0.6055
C 0.4091 0.7029 -0.7671
C 1.1294 2.0210 -0.9851
C -0.4256 -0.9822 0.7132
C 0.2322 -2.1718 0.0348
H -1.7417 2.4068 2.1813
H -2.1826 0.9898 1.2391
H -1.4799 2.4205 0.4467
H 0.7222 2.0346 1.6798
H -0.0638 0.7824 2.5829
H 0.9855 -0.0641 -1.2934
H -0.5944 0.7197 -1.2245
H 0.6104 2.9069 -0.6246
H 2.1436 1.9283 -0.5884
H 1.2577 2.1540 -2.0606
H -1.4008 -0.8576 0.2096
H -0.6699 -1.2111 1.7523
H 1.3059 -2.2331 0.2310
H 0.1521 -2.1183 -1.0559
H -0.2353 -3.1228 0.2948
C -7.0747 1.5792 2.2750
C -7.1572 1.1699 0.7846
N -5.8620 0.9528 0.1551
C -5.2728 -0.3442 0.4725
C -4.1166 -0.7388 -0.4299
C -4.8674 2.0134 0.2337
C -5.4207 3.3034 -0.3920
H -6.5523 0.8075 2.8378
H -8.0768 1.6744 2.6971
H -6.5796 2.5416 2.3908
H -7.6808 0.2145 0.7250
H -7.7566 1.8667 0.1994
H -4.9730 -0.3329 1.5375
H -6.0341 -1.1299 0.4752
H -4.3965 -0.7863 -1.4816
H -3.2724 -0.0675 -0.2808
H -3.7675 -1.7381 -0.1587
H -3.9787 1.7233 -0.3173
H -4.6079 2.1883 1.2887
H -5.6029 3.0863 -1.4460
H -4.7117 4.1273 -0.2993
H -6.3641 3.6205 0.0461
C -2.2576 4.3047 -4.3888
C -3.2678 3.7522 -3.4024
C -2.5332 2.5167 -2.8425
O -1.1459 2.7535 -3.0647
C -0.9408 4.0109 -3.7071
H -2.4241 5.3732 -4.5366
H -2.3441 3.7772 -5.3405
H -4.2024 3.5290 -3.9158
H -3.4666 4.4533 -2.5900
H -2.9016 1.6118 -3.3315
H -2.6637 2.4513 -1.7584
H -0.0841 3.9527 -4.3827
H -0.6640 4.7649 -2.9590
C 0.1212 1.6420 -6.5062
C 1.3695 1.5605 -5.5905
C 2.3842 2.5094 -6.2632
O 1.8049 2.8921 -7.5182
C 0.4118 2.8712 -7.3608
H -0.7607 1.8796 -5.9022
H -0.0463 0.7206 -7.0548
H 1.7706 0.5453 -5.6510
H 1.2052 1.7233 -4.5271
H 3.3405 2.0618 -6.5213
H 2.5472 3.4354 -5.7009
H -0.0798 2.8457 -8.3352
H 0.0710 3.7967 -6.8690
C 2.2687 -6.7305 1.6280
C 1.3884 -5.7401 0.9160
C 1.2332 -6.4354 -0.4419
O 2.4256 -7.2288 -0.6209
C 3.2541 -7.0882 0.5230
H 1.7620 -7.6490 1.9384
H 2.6879 -6.3396 2.5605
H 1.8005 -4.7318 0.8651
H 0.4211 -5.6225 1.4109
H 1.0917 -5.7428 -1.2711
H 0.3855 -7.1217 -0.4094
H 3.9799 -6.2678 0.4336
H 3.8347 -7.9794 0.7562
C -0.5169 -2.8915 5.8686
C 0.6372 -1.9601 5.4769
C 1.0953 -2.5157 4.1044
O 0.2754 -3.6413 3.7952
C -0.9084 -3.5617 4.5524
H -1.3434 -2.3877 6.3635
H -0.1230 -3.6949 6.4953
H 1.4650 -1.9594 6.1822
H 0.2593 -0.9462 5.3460
H 2.1341 -2.8321 4.0429
H 0.8941 -1.7331 3.3620
H -1.3045 -4.5552 4.7656
H -1.6442 -2.9693 3.9857
C -1.1827 -0.5634 -3.4421
C -1.8084 -1.8689 -2.9640
C -0.8537 -2.9156 -3.5199
O 0.4224 -2.2938 -3.4552
C 0.2860 -0.9110 -3.7435
H -1.2362 0.2493 -2.7106
H -1.6997 -0.1113 -4.2926
H -2.8338 -1.9492 -3.3281
H -1.8492 -1.9229 -1.8746
H -1.1205 -3.1516 -4.5594
H -0.7863 -3.8508 -2.9686
H 0.4848 -0.7110 -4.8024
H 0.9904 -0.3484 -3.1334
C 0.8792 3.5669 4.0225
C 1.0531 4.1376 5.4166
C 1.6495 5.5232 5.0972
O 2.3897 5.3579 3.8993
C 2.1356 4.0787 3.3203
H -0.0458 3.9143 3.5592
H 0.8413 2.4773 4.0649
H 1.7679 3.5401 5.9862
H 0.1197 4.1744 5.9774
H 2.2990 5.9036 5.8847
H 0.8197 6.2206 4.9360
H 2.9860 3.4195 3.5187
H 2.0163 4.1435 2.2386

Properties
Frontier orbital gap: 8.498 eV
E_LUMO: 0.4447 eV
Energy above the lowest of the compared OMol25 structures with the same formula, charge and spin: 0.00 kcal/mol

---

no.,strongest force on any atom (hartree/bohr),total energy (Eh)
1,0.02853,-7533.34300
2,0.06974,-2633.24922
3,0.03112,-2271.61806